No. 1
ORCA calculation (the ωB97M-V functional and the def2-TZVPD basis) on a molecular structure, C5H10InO5.

Multiplicity   2
Net charge   +2
Electronic energy   -762.05163 Eh
Frontier orbital gap (alpha / beta)   5.404 / 4.993 eV
Expectation value of S²   0.752

Cartesian coordinates (Å):
C -1.074 -1.443 0.456
C -1.509 -1.079 -0.903
O -1.546 0.386 -1.049
C -1.991 0.870 -2.176
O -2.381 0.123 -3.128
O -1.997 2.130 -2.340
O -0.917 -2.769 0.670
In -2.670 1.715 -4.075
H -1.337 -0.811 1.307
H -2.520 -1.448 -1.111
H -0.808 -1.468 -1.653
H -0.897 -2.975 1.633
H 1.042 -0.581 0.944
C 2.165 -0.237 1.178
C 2.280 1.163 1.724
O 1.919 2.091 0.702
H 2.563 -0.963 1.898
H 2.733 -0.354 0.245
H 3.313 1.367 2.049
H 1.622 1.292 2.599
H 2.008 2.991 1.028

=====

No. 2
ORCA calculation (the ωB97M-V functional and the def2-TZVPD basis) on a molecular structure, C16H29I2N6RuSSeSi.

Multiplicity   6
Net charge   +2
ΔE to the lowest compared entry with this formula, charge and spin   38.2 kcal per mole
Electronic energy   -4734.52312 Eh
Frontier orbital gap (alpha / beta)   7.335 / 5.545 eV
Expectation value of S²   8.786

Cartesian coordinates (Å):
Ru -0.466 -0.313 -0.517
N -2.350 3.709 3.977
C -1.898 2.807 3.090
C -0.806 3.091 2.245
C -0.372 2.147 1.354
N -0.927 0.924 1.235
C -1.978 0.654 2.030
C -2.490 1.539 2.943
H -1.862 4.576 4.117
H -3.084 3.474 4.621
H -0.314 4.054 2.293
H 0.459 2.365 0.697
H -2.412 -0.334 1.948
H -3.333 1.249 3.557
N -0.833 -1.858 -3.233
C -0.650 -1.332 -2.220
C 1.949 -1.080 -4.526
Si 2.999 -0.034 -3.401
C 3.464 1.685 -3.956
C 4.389 -0.961 -2.536
Se 1.540 0.530 -1.454
H 2.525 -1.357 -5.414
H 1.059 -0.543 -4.855
H 1.614 -1.992 -4.035
H 4.209 1.636 -4.754
H 3.885 2.264 -3.133
H 2.596 2.223 -4.340
H 5.213 -1.115 -3.237
H 4.055 -1.942 -2.196
H 4.776 -0.395 -1.687
I -1.388 -2.688 0.549
I -0.417 -2.738 3.763
S -1.898 1.553 -1.714
C -3.436 1.122 -1.109
N -4.225 2.111 -0.614
C -5.454 1.902 -0.091
C -5.971 0.643 -0.047
C -5.225 -0.412 -0.598
C -3.981 -0.173 -1.131
H -3.853 3.051 -0.671
H -5.988 2.769 0.270
H -6.950 0.477 0.377
H -5.644 -1.409 -0.622
H -3.408 -0.954 -1.609
N 3.906 -3.671 2.196
C 3.214 -2.349 2.371
C 2.245 -2.083 1.215
N 1.452 -0.887 1.429
H 4.601 -3.832 2.927
H 4.378 -3.725 1.292
H 3.228 -4.436 2.240
H 3.972 -1.569 2.426
H 2.665 -2.382 3.311
H 1.548 -2.921 1.128
H 2.789 -1.987 0.269
H 2.030 -0.067 1.589
H 0.851 -1.016 2.241